A cluster of 12 separate species, C83H180N7O12P in total at a distorted geometry, computed with ωB97M-V with the def2-TZVPD basis set.

Structure (XYZ):
```
283
Properties=species:S:1:pos:R:3:forces:R:3:mulliken_charge:R:1
C 2.675 2.341 6.002 0.13 0.07 -0.40 -0.8287
C 2.766 1.429 7.234 0.57 1.74 -0.28 -0.8722
C 1.436 1.274 7.941 -1.20 -1.52 -0.90 0.7566
C 1.487 0.223 9.041 0.04 -0.04 -0.25 -1.1281
N 0.144 -0.238 9.578 1.10 1.25 1.17 0.1975
C -0.557 0.924 10.248 -0.17 -0.11 0.55 -0.7342
C -1.411 0.277 11.352 -1.12 1.51 -0.78 -0.7208
C -0.761 -1.068 11.667 -0.58 0.28 0.24 -0.6381
C 0.452 -1.168 10.750 -1.20 -0.19 -0.53 -0.4811
C -0.777 -0.861 8.543 0.93 0.27 1.83 -1.1275
H 3.691 2.677 5.785 -0.08 -0.15 -0.41 0.4901
H 2.088 3.259 6.064 -0.08 -0.09 0.68 0.3547
H 2.239 1.822 5.142 0.25 -0.11 -0.02 -0.1291
H 3.505 1.919 7.879 -0.30 -0.09 0.37 0.4119
H 3.305 0.546 6.897 -0.59 -0.65 0.23 0.3923
H 0.662 0.932 7.234 0.43 -0.19 -0.37 -0.7159
H 0.975 2.226 8.212 0.65 0.15 0.63 0.4128
H 2.113 0.622 9.840 -0.43 -0.18 0.44 0.3996
H 1.937 -0.733 8.763 0.32 0.29 -0.60 0.4520
H -1.064 1.497 9.476 -0.27 -0.02 0.14 0.5090
H 0.156 1.593 10.728 0.47 -0.24 -0.32 0.4096
H -2.447 0.251 10.999 0.10 -0.86 -0.19 0.3389
H -1.579 0.978 12.170 0.79 -0.16 0.29 0.4227
H -1.526 -1.821 11.490 0.37 -0.39 0.06 0.3009
H -0.453 -1.114 12.708 -0.01 -0.19 0.00 0.3625
H 0.570 -2.164 10.331 0.43 -0.05 0.16 0.3847
H 1.336 -0.788 11.248 0.18 -0.13 -0.16 0.4395
H -1.158 -0.008 7.999 -0.22 -0.45 -0.64 0.3558
H -1.529 -1.355 9.155 -0.37 0.07 -0.37 0.5434
H -0.204 -1.616 8.017 -0.08 0.21 -0.47 0.3571
C -0.707 3.147 5.259 -1.02 -0.05 0.30 -0.5786
C -1.311 2.659 3.950 -0.31 -0.01 -0.06 0.1221
C -1.907 3.739 3.050 0.75 -0.90 0.53 3.1991
C -3.151 4.347 3.586 -0.12 0.27 -0.33 -1.7205
N -3.634 5.454 2.683 -0.51 0.71 1.05 0.3768
C -2.715 6.685 2.633 -0.17 -1.11 -0.62 -0.2478
C -2.870 7.361 3.966 -0.11 -0.80 -0.30 -0.6523
C -4.362 7.152 4.285 -0.14 0.22 0.36 -0.6149
C -4.878 6.012 3.378 0.64 0.77 -0.41 -0.3425
C -3.889 4.974 1.312 -1.59 -0.61 -0.08 -1.2867
H -1.523 3.533 5.885 0.05 -0.15 0.17 0.4662
H 0.004 3.971 5.206 0.23 -0.30 -0.32 0.3197
H -0.304 2.263 5.759 0.30 0.27 0.23 -0.6723
H -2.090 1.911 4.150 0.04 -0.03 0.15 0.9608
H -0.572 2.129 3.354 0.19 0.22 0.18 -0.6730
H -2.124 3.209 2.120 0.04 0.46 -0.26 -0.5746
H -1.128 4.500 2.965 -0.27 -0.16 -0.62 -1.5616
H -3.033 4.789 4.574 0.07 -0.03 0.06 0.5376
H -3.992 3.654 3.611 0.06 -0.20 0.10 0.2706
H -3.128 7.312 1.841 0.12 -0.14 -0.16 0.5375
H -1.750 6.254 2.364 0.27 0.76 0.07 0.0332
H -2.664 8.420 3.848 0.46 -0.05 0.39 0.4801
H -2.209 6.831 4.651 0.06 0.61 0.35 0.2455
H -4.867 8.108 4.155 -0.33 -0.23 -0.42 0.3384
H -4.558 6.908 5.329 0.26 -0.11 0.03 0.3503
H -5.490 6.351 2.548 -0.49 0.07 0.34 0.4063
H -5.342 5.261 4.007 -0.26 -0.31 -0.50 0.2182
H -3.003 4.718 0.743 0.20 0.46 0.12 0.3608
H -4.571 5.692 0.860 0.61 0.32 -0.44 0.4367
H -4.508 4.071 1.326 0.27 -0.18 0.37 0.5442
C 5.130 -3.920 2.762 0.68 0.43 0.09 -1.0054
C 5.442 -4.235 1.292 -1.00 -0.36 0.89 -0.7115
C 6.833 -3.792 0.850 -1.03 0.37 0.60 -0.2474
C 6.866 -2.272 0.765 -0.16 -0.11 -0.88 -0.4847
N 8.248 -1.751 0.532 1.38 1.48 -0.27 0.4305
C 9.268 -2.294 1.500 0.00 -0.93 -0.13 -0.7940
C 10.451 -1.355 1.590 -0.38 0.83 -0.98 -0.5968
C 9.834 0.009 1.197 0.51 1.40 0.20 -0.8566
C 8.381 -0.252 0.884 -1.20 -0.65 0.27 -0.3713
C 8.695 -1.925 -0.893 0.40 -0.66 0.91 -0.9305
H 4.347 -4.562 3.166 0.05 0.01 0.01 0.2416
H 4.819 -2.880 2.881 -0.13 -0.03 0.03 0.2397
H 6.040 -4.019 3.362 -0.19 -0.24 0.17 0.3060
H 4.591 -3.792 0.761 0.51 -0.04 -0.67 0.3292
H 5.350 -5.317 1.179 0.15 0.04 -0.23 0.4141
H 6.989 -4.240 -0.130 0.52 0.11 0.02 0.3347
H 7.529 -4.155 1.606 0.16 -0.26 -0.28 0.3130
H 6.465 -1.678 1.586 0.07 -0.60 0.47 0.1330
H 6.219 -2.015 -0.077 0.38 0.51 -0.16 0.2676
H 9.620 -3.274 1.182 -0.46 -0.18 0.13 0.3816
H 8.723 -2.341 2.442 0.22 -0.21 0.13 0.4594
H 11.200 -1.525 0.819 0.07 -0.63 0.17 0.3135
H 10.926 -1.483 2.558 -0.02 0.46 0.09 0.4040
H 10.360 0.529 0.392 -0.01 -0.77 -0.50 0.3593
H 9.929 0.829 1.914 -0.36 -0.51 0.63 0.4107
H 7.879 0.325 0.111 0.12 0.07 -0.08 0.2136
H 7.780 -0.200 1.794 0.04 0.37 0.01 0.4068
H 7.886 -1.572 -1.524 0.12 0.00 -0.25 0.1716
H 8.963 -2.977 -0.989 -0.48 -0.09 -0.44 0.4082
H 9.644 -1.407 -1.009 -0.23 0.40 -0.19 0.4847
C 1.499 5.109 -1.343 0.84 0.54 -0.97 -0.5934
C 2.589 5.962 -2.003 0.26 -1.01 -0.40 -1.1837
C 3.704 5.100 -2.647 -0.24 -0.04 0.92 0.2975
C 4.599 6.024 -3.439 0.06 0.93 0.00 -1.4463
N 6.003 5.559 -3.684 0.50 -1.34 -2.36 0.2807
C 6.905 5.418 -2.495 -0.89 0.22 0.63 -0.3107
C 7.288 6.861 -2.139 -0.46 -1.12 0.80 -0.6206
C 7.165 7.584 -3.478 0.21 1.04 -0.54 -0.6422
C 6.794 6.529 -4.533 1.07 0.09 0.99 -0.6665
C 5.904 4.268 -4.487 0.92 0.29 1.36 -0.9416
H 1.100 4.478 -2.143 -0.20 -0.14 0.25 0.0740
H 0.726 5.794 -1.004 -0.10 -0.39 0.52 0.3527
H 1.969 4.494 -0.577 -0.49 0.09 0.32 0.1276
H 3.123 6.560 -1.265 -0.45 0.51 -0.07 0.5679
H 2.098 6.544 -2.788 0.26 0.46 0.20 0.3969
H 3.309 4.248 -3.202 -0.07 0.27 -0.38 0.5285
H 4.232 4.620 -1.817 0.24 0.05 -0.06 0.0605
H 4.657 7.017 -2.986 0.14 -0.23 0.47 0.4968
H 4.161 6.275 -4.409 0.16 -0.45 -0.20 0.3247
H 7.812 4.890 -2.780 -0.29 -0.31 -0.35 0.5104
H 6.351 4.842 -1.757 0.28 0.00 0.21 0.1526
H 8.276 6.812 -1.681 0.23 0.33 -0.50 0.3869
H 6.682 7.231 -1.311 -0.37 0.28 -0.41 0.3198
H 8.120 8.070 -3.666 -0.18 0.12 -0.50 0.4328
H 6.384 8.342 -3.508 0.17 0.20 0.41 0.2918
H 7.706 6.020 -4.856 -0.12 -0.33 0.24 0.4141
H 6.333 6.810 -5.476 -0.67 0.35 0.40 0.4042
H 5.496 4.540 -5.452 -0.31 -0.39 -0.04 0.3353
H 5.392 3.536 -3.869 -0.45 -0.08 -0.39 0.2589
H 6.923 3.893 -4.558 -0.02 0.01 -0.38 0.4745
C 1.293 -4.329 5.824 -0.05 -0.21 0.56 -1.1697
C 0.177 -5.291 5.447 -0.79 -0.16 0.70 -0.6411
C 0.343 -5.850 4.050 -0.01 -1.41 -0.03 0.2884
C -0.664 -6.951 3.670 -0.14 0.85 -0.76 -1.0981
N -0.213 -7.678 2.419 -0.13 -0.99 -0.17 0.4533
C -1.291 -8.655 1.986 -1.12 0.21 -0.14 -0.7396
C -0.672 -9.774 1.154 0.50 0.15 -0.75 -0.4859
C 0.824 -9.656 1.475 0.79 -0.11 0.19 -0.8525
C 0.889 -8.690 2.643 0.82 0.24 1.08 -0.5157
C 0.110 -6.759 1.277 0.24 -0.84 -0.08 -1.1702
H 1.418 -3.475 5.159 -0.10 -0.11 -0.20 0.1079
H 2.227 -4.892 5.885 0.11 0.18 -0.15 0.4938
H 1.114 -3.940 6.828 0.01 0.05 -0.03 0.2389
H -0.828 -4.897 5.653 0.11 0.64 -0.74 0.3974
H 0.114 -6.091 6.197 0.69 -0.30 -0.27 0.5258
H 1.297 -6.388 3.986 0.30 0.43 0.22 0.1797
H 0.373 -5.086 3.277 -0.18 0.25 0.20 -0.0960
H -1.637 -6.535 3.405 -0.03 0.10 0.05 0.4246
H -0.850 -7.696 4.441 0.34 -0.04 0.09 0.3900
H -2.056 -8.066 1.481 -0.07 -0.15 -0.05 0.4220
H -1.739 -9.082 2.882 0.12 0.20 0.16 0.4057
H -0.825 -9.658 0.081 -0.06 0.33 0.05 0.2812
H -1.115 -10.746 1.356 0.09 0.05 0.49 0.3510
H 1.429 -9.273 0.650 -0.37 0.22 -0.16 0.3511
H 1.379 -10.565 1.704 -0.50 -0.23 0.31 0.4620
H 1.873 -8.254 2.819 -0.12 0.41 -0.46 0.3784
H 0.654 -9.121 3.619 -0.23 -0.42 -0.24 0.4625
H -0.806 -6.361 0.854 0.00 0.32 0.21 0.4178
H 0.581 -7.388 0.527 -0.05 0.17 -0.17 0.3815
H 0.828 -6.014 1.586 -0.11 0.18 -0.03 0.3992
C -0.939 -1.367 5.042 -0.17 0.28 -0.78 -1.3919
C -0.829 -1.711 3.548 -0.56 0.41 0.05 0.7520
C -0.230 -0.489 2.871 0.38 0.42 -0.94 1.3752
C 0.238 -0.682 1.452 0.69 1.20 -1.43 -0.7330
N 0.869 0.602 0.860 2.26 -0.32 -0.27 1.1164
C -0.065 1.808 0.774 -0.86 -1.07 0.43 1.4641
C -0.156 2.132 -0.697 -0.05 0.88 -0.40 0.2824
C 1.184 1.694 -1.288 -0.69 0.10 0.62 0.1458
C 1.364 0.347 -0.596 -1.06 -0.10 -0.07 -0.1603
C 2.117 0.959 1.593 -0.30 1.16 0.00 -0.7643
H 0.070 -1.182 5.422 -0.08 -0.33 0.36 0.2894
H -1.527 -2.086 5.611 0.29 -0.12 0.16 0.6279
H -1.455 -0.403 5.084 -0.08 -0.06 0.17 0.3127
H -1.826 -1.812 3.109 -0.08 -0.07 0.18 0.1292
H -0.335 -2.667 3.347 0.43 0.17 0.11 -0.5592
H 0.613 -0.037 3.401 -0.11 -0.43 0.49 -0.5534
H -0.999 0.279 2.797 -0.18 -0.21 0.38 -1.1446
H -0.536 -0.810 0.699 -0.40 -0.76 0.44 -0.4063
H 1.042 -1.404 1.312 -0.25 -0.38 0.03 0.8638
H 0.250 2.617 1.432 0.55 -0.08 -0.23 -0.3454
H -1.031 1.462 1.154 0.03 0.13 -0.19 -1.2265
H -0.306 3.205 -0.809 -0.10 0.02 -0.05 0.4229
H -1.021 1.652 -1.152 0.08 -0.24 0.12 -0.7669
H 1.897 2.459 -0.982 0.49 -0.48 0.11 -0.3319
H 1.234 1.680 -2.375 -0.18 -0.40 0.00 0.4253
H 2.365 -0.067 -0.690 0.06 -0.03 0.62 0.6994
H 0.648 -0.418 -0.907 0.19 0.14 -0.75 -0.6861
H 2.944 0.265 1.466 -0.48 -0.63 0.24 0.2860
H 1.794 1.165 2.609 0.72 0.17 0.12 -0.1078
H 2.490 1.868 1.121 -0.10 0.19 0.36 0.3367
C -8.468 -1.696 0.831 -0.55 0.63 0.39 -1.2909
C -7.889 -2.285 -0.432 0.79 -0.51 -0.90 -0.7285
C -6.353 -2.434 -0.378 -0.38 -0.33 -0.36 0.4243
C -5.770 -3.000 -1.660 -0.73 -1.34 -1.25 -1.1218
N -4.274 -3.004 -1.824 0.54 1.95 1.40 1.1160
C -3.608 -3.489 -0.498 1.27 -0.81 -1.19 -1.4380
C -2.767 -2.341 0.016 -1.22 0.03 2.81 0.2398
C -2.547 -1.417 -1.112 1.76 -0.35 -1.18 2.2995
C -3.794 -1.541 -1.928 -0.27 0.69 0.25 -0.9092
C -3.810 -3.769 -3.010 -0.51 -0.17 0.25 -1.1951
H -7.902 -0.860 1.249 0.30 -0.12 -0.21 0.2688
H -8.598 -2.427 1.630 0.16 -0.13 -0.10 0.3522
H -9.456 -1.268 0.651 -0.06 -0.20 -0.11 0.4007
H -8.083 -1.706 -1.340 -0.41 0.25 0.25 0.4220
H -8.317 -3.276 -0.615 -0.12 0.06 -0.01 0.3572
H -6.166 -3.182 0.392 0.44 0.65 0.52 0.2672
H -5.959 -1.428 -0.233 0.27 -0.21 0.73 0.0486
H -6.209 -2.560 -2.562 0.29 0.50 0.11 0.3765
H -6.033 -4.056 -1.804 -0.15 -0.02 0.42 0.4818
H -2.893 -4.277 -0.753 -0.18 0.02 -0.61 0.2739
H -4.285 -3.995 0.181 -0.51 0.57 -0.07 0.4264
H -1.896 -2.761 0.520 0.33 0.18 -0.44 0.5394
H -3.287 -1.795 0.815 -0.15 -0.13 -0.07 -0.0595
H -1.678 -1.791 -1.661 0.02 -0.04 -0.44 -0.4353
H -2.294 -0.386 -0.864 -0.46 0.03 0.28 -0.9453
H -3.620 -1.177 -2.938 -0.33 -0.65 -0.33 -0.3326
H -4.559 -0.908 -1.481 -0.14 -0.12 -0.08 0.1564
H -4.009 -4.809 -2.762 0.28 -0.16 -0.36 0.3245
H -2.761 -3.552 -3.219 0.12 -0.15 0.29 0.2139
H -4.414 -3.475 -3.868 -0.07 0.01 0.03 0.5789
C 0.123 0.367 -11.064 0.60 -0.06 -1.17 -1.3625
C -1.273 0.843 -10.713 0.37 0.59 0.28 -0.5624
C -1.976 -0.061 -9.712 -1.19 0.33 0.12 -0.4198
C -3.328 0.551 -9.284 0.06 1.12 0.16 -1.4966
P -4.202 -0.211 -7.884 1.48 -0.65 -1.79 1.2267
C -2.868 -0.402 -6.612 -1.85 -0.49 1.25 -0.3263
C -2.387 0.901 -5.976 0.91 0.84 -1.81 -1.1735
C -1.627 0.753 -4.660 -0.67 0.42 -0.16 0.8563
C -1.255 2.134 -4.118 -0.83 0.92 -0.17 -0.9536
C -5.556 0.875 -7.421 -0.39 0.36 1.06 -1.0939
C -6.553 1.310 -8.506 -0.19 -0.84 0.02 -0.8791
C -7.473 2.441 -8.005 0.79 -0.88 -1.13 -0.2765
C -8.316 2.968 -9.160 -0.73 1.16 0.51 -1.3478
C -4.765 -1.852 -8.542 -0.67 0.09 1.64 -1.0121
C -3.907 -3.033 -8.070 0.80 0.29 -0.59 -0.1381
C -4.311 -4.368 -8.680 0.06 -0.41 -0.55 -0.8883
C -5.471 -5.091 -7.977 0.90 0.16 -0.66 -1.0421
H 0.643 1.084 -11.706 -0.17 0.31 0.24 0.4108
H 0.136 -0.510 -11.716 -0.26 -0.29 0.41 0.3355
H 0.791 0.195 -10.220 -0.27 -0.09 0.20 0.3255
H -1.855 1.061 -11.611 -0.12 -0.43 -0.03 0.3979
H -1.175 1.829 -10.241 -0.02 -0.06 0.11 0.3321
H -1.319 -0.153 -8.846 0.00 -0.45 -0.05 0.2252
H -2.294 -1.017 -10.136 0.85 -0.29 0.01 0.3262
H -3.949 0.626 -10.181 -0.32 -0.20 0.22 0.7321
H -3.212 1.595 -8.957 0.23 -0.01 -0.08 0.5886
H -2.121 -1.133 -6.916 0.20 0.36 -0.41 0.7294
H -3.382 -0.938 -5.796 -0.06 -0.09 -0.06 -0.0727
H -3.204 1.629 -5.947 -0.20 -0.29 0.73 0.2230
H -1.745 1.425 -6.701 0.26 -0.25 0.04 0.3821
H -0.744 0.133 -4.802 -0.09 -0.25 0.14 0.5810
H -2.348 0.254 -4.008 0.41 -0.13 0.46 -0.7750
H -2.025 2.856 -4.421 -0.02 -0.08 -0.21 0.5006
H -0.332 2.561 -4.509 0.20 -0.35 -0.02 0.3246
H -1.289 2.278 -3.042 0.38 -0.58 0.13 -0.1002
H -5.148 1.755 -6.907 0.29 -0.05 -0.29 0.3878
H -6.143 0.399 -6.625 0.19 -0.23 -0.03 0.5750
H -7.189 0.433 -8.673 0.09 0.08 -0.49 0.2933
H -6.055 1.568 -9.442 -0.03 0.10 0.05 0.4503
H -6.781 3.214 -7.667 -0.47 0.22 0.48 0.3578
H -8.073 1.972 -7.227 -0.06 0.65 0.36 0.2883
H -8.800 3.911 -8.881 0.31 0.09 0.20 0.3912
H -9.205 2.396 -9.426 0.48 -0.66 -0.20 0.3509
H -7.700 3.228 -10.019 -0.06 -0.33 -0.17 0.3472
H -4.870 -1.812 -9.624 0.28 0.18 -0.05 0.5780
H -5.775 -2.007 -8.147 -0.09 0.10 -0.11 0.5940
H -3.848 -3.133 -6.981 -0.47 0.14 0.03 -0.0073
H -2.865 -2.815 -8.330 -0.04 -0.12 -0.25 0.3326
H -3.402 -4.976 -8.700 -0.18 -0.27 0.48 0.3936
H -4.530 -4.332 -9.754 -0.11 0.61 0.05 0.3964
H -5.229 -5.068 -6.915 -0.53 -0.39 0.14 0.1911
H -5.494 -6.098 -8.392 -0.04 -0.20 0.47 0.3878
H -6.450 -4.677 -8.213 0.03 0.33 0.29 0.3089
O 6.026 1.184 -3.314 0.32 -1.89 1.87 -0.4565
C 5.674 0.986 -1.939 -1.67 0.00 1.28 0.5897
O 5.725 -0.262 -1.581 0.59 2.30 -0.49 -0.7631
O 5.257 1.983 -1.277 1.11 -1.56 -1.46 -0.6459
H 6.273 0.216 -3.385 -0.18 1.28 -1.02 0.2879
O 2.023 -3.028 -2.978 -2.78 -0.70 -0.08 -0.5146
C 0.767 -3.037 -2.354 -0.42 1.12 0.87 0.5916
O -0.141 -2.882 -3.281 0.02 -0.54 1.46 -0.7410
O 0.633 -3.092 -1.122 -0.10 -0.12 -0.40 -0.6158
H 1.314 -3.105 -3.729 2.72 0.32 -1.52 0.3604
O 1.503 3.818 3.173 0.37 1.66 0.50 -0.2715
C 1.097 5.203 3.204 0.42 2.23 1.54 0.4752
O 1.676 5.831 4.169 -1.07 -1.63 -1.90 -0.8039
O 0.248 5.648 2.400 1.03 -1.10 0.20 -0.7285
H 2.133 4.030 3.918 -0.26 -1.07 -0.69 0.1356
O -5.120 0.913 1.072 2.87 -1.58 1.56 -0.6512
C -3.678 1.016 1.056 1.51 0.10 1.22 0.6634
O -3.104 0.307 2.004 -1.61 1.10 -2.00 -0.5765
O -3.089 1.765 0.258 -1.33 -0.68 0.27 -0.6447
H -4.986 0.256 1.844 -1.50 1.03 -1.12 0.3048
```
Forces are in eV/Å.

The HOMO energy is -13.23 eV. Its total charge is +4. Its gap between HOMO and LUMO is 0.266 Eh.

---

A structure of composition C4H8S at a distorted geometry, computed with ωB97M-V with the def2-TZVPD basis set.

Structure (XYZ):
```
13
Properties=species:S:1:pos:R:3:forces:R:3:nbo_charge:R:1
C -1.054 -1.236 0.120 -0.15 2.51 1.73 -0.6203
C -0.505 0.151 -0.496 -7.48 -2.40 0.16 -0.1706
C 0.127 1.349 0.360 -1.73 -0.56 -0.88 -0.4266
C 0.868 0.430 -0.589 -0.11 1.35 0.88 -0.5088
H -2.174 -1.390 0.310 1.49 1.17 0.24 0.2148
H -0.942 -1.891 -0.675 0.99 -1.66 -1.34 0.2081
H -0.429 -1.458 0.992 -0.43 -0.65 -0.16 0.2083
H -1.428 0.155 -1.337 3.30 1.39 1.31 0.2158
H 0.055 2.486 0.017 -0.10 -2.80 1.33 0.2431
H 0.003 0.908 1.369 0.53 1.37 -0.24 0.2271
H 0.770 1.036 -1.406 2.27 1.34 -2.93 0.2389
H 2.534 0.037 1.492 -0.91 -1.29 -3.85 0.1426
S 2.175 -0.577 -0.156 2.35 0.22 3.73 0.0277
```
Forces are in eV/Å.

The HOMO energy is -8.95 eV. Its total charge is 0. Its gap between HOMO and LUMO is 0.326 Eh.